Record 1
{
  "formula": "C4H10O2S2",
  "method": "ωB97M-V with the def2-TZVPD basis set",
  "species": ["C", "C", "O", "C", "S", "S", "C", "H", "H", "H", "H", "H", "H", "H", "H", "H", "H", "O"],
  "xyz": [[1.15351, -1.93640, -1.40320], [-0.24232, -1.59134, -1.00119], [-1.06629, -2.56135, -0.82742], [2.20491, -1.05927, -0.64639], [1.84877, -1.10146, 1.10422], [1.74770, 0.70567, 1.79221], [0.03193, 1.29973, 1.73908], [1.30949, -2.98084, -1.13642], [1.34929, -1.80540, -2.47127], [-0.62305, -0.55837, -0.95032], [2.54015, -0.05810, -0.91501], [3.19034, -1.56861, -0.73775], [-0.71531, 0.50907, 1.81505], [-0.37976, 1.80076, 0.84681], [0.10638, 2.02997, 2.54818], [-4.77608, 2.46934, -0.02572], [-3.73823, 3.52013, 0.49435], [-3.94142, 2.88649, -0.22521]],
  "forces_ev_per_angstrom": [[0.2, 1.9, 0.4], [-0.7, -0.8, 0.1], [-0.2, 0.1, 0.0], [1.5, -1.4, -0.4], [0.0, -1.9, 0.2], [0.0, 1.8, 0.2], [-0.6, 0.3, -0.6], [0.1, 0.0, 0.0], [0.2, -0.2, -0.4], [0.4, 0.1, -0.2], [-1.1, 0.3, -0.4], [-0.3, -0.1, 0.1], [0.3, -0.2, 1.0], [1.0, 0.1, -0.1], [-0.8, -0.2, 0.2], [-0.3, -0.1, 0.3], [-0.4, -0.7, -0.6], [0.7, 0.8, 0.3]],
  "homo_energy_ev": [0.46, -3.46],
  "spin_multiplicity": 2,
  "e_tot_ev": -30073.732,
  "molar_mass_da": 154.26,
  "homo_lumo_gap_ev": [2.482, 6.274],
  "lumo_energy_ev": [2.9, 2.8],
  "total_charge": -1
}

Record 2
{
  "formula": "C40H36ClN3O3PS3SbTi",
  "method": "ωB97M-V with the def2-TZVPD basis set",
  "species": ["Ti", "S", "Sb", "S", "S", "Cl", "C", "C", "C", "C", "C", "C", "P", "C", "C", "C", "C", "C", "C", "C", "C", "C", "C", "C", "C", "H", "H", "H", "H", "H", "H", "H", "H", "H", "H", "H", "H", "H", "H", "C", "O", "C", "C", "C", "C", "C", "C", "N", "C", "N", "C", "C", "C", "C", "C", "C", "O", "C", "N", "C", "C", "C", "C", "C", "C", "O", "C", "H", "H", "H", "H", "H", "H", "H", "H", "H", "H", "H", "H", "H", "H", "H", "H", "H", "H", "H", "H", "H", "H"],
  "xyz": [[-1.24145, 0.39796, -0.59048], [-5.72225, -1.52656, -0.75300], [-4.28215, -0.20872, 0.39864], [-2.16671, -1.47046, 0.51558], [-3.21603, 1.36562, -1.31742], [-3.25293, -1.28043, -3.40207], [-2.47802, -2.81888, -3.41603], [-3.19499, -3.94100, -3.79211], [-2.56887, -5.17805, -3.79468], [-1.23906, -5.28474, -3.41796], [-0.53486, -4.15419, -3.02752], [-1.14111, -2.90047, -3.01497], [-0.29397, -1.36570, -2.48022], [1.30431, -2.08462, -1.93260], [1.31067, -2.58949, -0.63132], [2.44735, -3.19807, -0.12195], [3.59088, -3.30705, -0.90109], [3.59517, -2.79532, -2.18986], [2.45732, -2.18658, -2.70198], [0.03858, -0.55287, -4.08305], [-0.31672, 0.79299, -4.16821], [-0.08600, 1.51365, -5.33013], [0.48464, 0.88428, -6.42701], [0.79099, -0.47006, -6.37145], [0.55934, -1.18825, -5.20833], [-4.23684, -3.83575, -4.06041], [-3.12757, -6.05962, -4.08263], [-0.74804, -6.24959, -3.41328], [0.49570, -4.25450, -2.71546], [0.41768, -2.49799, -0.02038], [2.43995, -3.57961, 0.89195], [4.48046, -3.77751, -0.49998], [4.48931, -2.86151, -2.79788], [2.48618, -1.76860, -3.69860], [-0.84581, 1.23095, -3.32498], [-0.37274, 2.55604, -5.38623], [0.66571, 1.44088, -7.33831], [1.20061, -0.96802, -7.24164], [0.76290, -2.25251, -5.17946], [-2.00515, -1.56801, 4.00716], [-1.64322, -0.19482, 4.01327], [-0.69653, 0.22576, 4.86962], [-0.25491, -0.47380, 5.98596], [0.71979, 0.08964, 6.80381], [1.26684, 1.32821, 6.51507], [0.85147, 2.00984, 5.37574], [-0.11856, 1.47010, 4.55467], [-0.55291, 2.11809, 3.37166], [-0.49513, 1.47298, 2.16458], [0.38922, 0.43649, 2.05419], [1.34002, 0.44667, 0.98345], [0.95483, 0.68790, -0.33110], [2.00610, 0.83805, -1.24868], [3.33196, 0.66966, -0.89719], [3.67698, 0.32953, 0.40996], [2.67274, 0.22685, 1.35378], [2.87841, -0.08555, 2.67939], [4.21170, -0.19853, 3.11689], [-1.15854, 1.85990, 1.12206], [-1.92723, 3.04496, 1.24982], [-3.14937, 3.02909, 1.91773], [-3.91457, 4.17764, 2.03692], [-3.46362, 5.36981, 1.48786], [-2.24708, 5.39925, 0.82455], [-1.47795, 4.25025, 0.70642], [-0.25121, 4.34707, 0.09111], [-0.22212, 3.83788, -1.24049], [-2.60023, -1.71047, 3.10940], [-2.58461, -1.82806, 4.89781], [-1.11445, -2.19842, 3.94578], [-0.67335, -1.44028, 6.22858], [1.05131, -0.45637, 7.67824], [2.02619, 1.75467, 7.15667], [1.28982, 2.96014, 5.09894], [-1.24448, 2.84849, 3.44354], [0.78919, 0.12185, 2.92597], [1.78062, 1.05144, -2.29069], [4.11408, 0.76477, -1.64198], [4.71210, 0.16218, 0.67308], [4.72098, -1.04049, 2.63784], [4.16902, -0.36814, 4.19060], [4.77468, 0.71783, 2.91532], [-3.50287, 2.08559, 2.31632], [-4.87017, 4.13262, 2.54316], [-4.05727, 6.27132, 1.57003], [-1.86219, 6.31360, 0.39014], [0.64841, 4.27839, -1.72431], [-1.13223, 4.10673, -1.78124], [-0.10812, 2.75203, -1.23496]],
  "forces_ev_per_angstrom": [[-0.2, 0.1, 0.5], [-0.1, -0.1, -0.1], [-0.1, 0.2, 0.0], [0.2, -0.2, -0.2], [0.2, 0.0, -0.1], [0.0, -0.1, -0.2], [0.1, 0.2, 0.1], [0.0, -0.1, 0.0], [0.0, 0.0, 0.0], [0.0, 0.0, 0.0], [0.0, 0.0, 0.0], [-0.2, 0.0, 0.0], [0.1, 0.0, 0.1], [-0.1, 0.0, 0.0], [0.0, 0.0, 0.0], [0.0, 0.0, 0.0], [0.0, 0.0, 0.0], [0.0, 0.0, 0.0], [0.0, 0.0, 0.0], [0.0, 0.1, -0.1], [-0.1, -0.2, 0.1], [0.0, 0.0, 0.0], [0.0, 0.0, 0.0], [0.0, 0.0, 0.0], [0.0, 0.0, 0.0], [0.0, 0.0, 0.0], [0.0, 0.0, 0.0], [0.0, 0.0, 0.0], [0.0, 0.0, 0.0], [0.0, 0.0, 0.0], [0.0, 0.0, 0.0], [0.0, 0.0, 0.0], [0.0, 0.0, 0.0], [0.0, 0.0, 0.0], [0.1, 0.2, -0.1], [0.0, 0.0, 0.0], [0.0, 0.0, 0.0], [0.0, 0.0, 0.0], [0.0, 0.0, 0.0], [-0.1, -0.1, 0.1], [0.0, 0.1, 0.1], [0.0, 0.0, 0.0], [0.0, 0.0, 0.1], [0.0, 0.0, 0.0], [0.0, 0.0, 0.0], [0.0, 0.0, 0.0], [-0.2, -0.1, 0.1], [0.3, 0.0, 0.1], [0.1, 0.2, -0.3], [0.2, -0.1, -0.1], [-0.2, 0.0, -0.1], [0.0, 0.0, 0.0], [0.0, 0.0, 0.0], [0.0, 0.0, 0.0], [0.0, 0.0, 0.0], [0.0, 0.0, 0.0], [0.0, 0.0, 0.0], [0.0, 0.0, 0.0], [0.1, -0.1, -0.1], [-0.1, 0.1, 0.0], [0.0, 0.0, 0.0], [0.0, 0.0, 0.0], [0.0, 0.0, 0.0], [0.0, 0.0, 0.0], [0.1, 0.0, 0.0], [-0.1, 0.1, 0.0], [0.0, 0.0, 0.0], [0.1, 0.0, 0.0], [0.0, 0.0, 0.0], [0.0, 0.0, 0.0], [0.0, 0.0, 0.0], [0.0, 0.0, 0.0], [0.0, 0.0, 0.0], [0.0, 0.0, 0.0], [-0.1, -0.1, 0.0], [0.1, 0.1, 0.0], [0.0, 0.0, 0.0], [0.0, 0.0, 0.0], [0.0, 0.0, 0.0], [0.0, 0.0, 0.0], [0.0, 0.0, 0.0], [0.0, 0.0, 0.0], [0.0, 0.0, 0.0], [0.0, 0.0, 0.0], [0.0, 0.0, 0.0], [0.0, 0.0, 0.0], [0.0, 0.0, 0.0], [0.0, 0.0, 0.0], [0.0, 0.0, 0.0]],
  "homo_energy_ev": [-3.58, -3.62],
  "spin_multiplicity": 2,
  "e_tot_ev": -136651.705,
  "molar_mass_da": 939.00,
  "homo_lumo_gap_ev": [5.808, 5.846],
  "lumo_energy_ev": [2.2, 2.2],
  "total_charge": -1
}

Record 3
{
  "formula": "C6H10O",
  "method": "ωB97M-V with the def2-TZVPD basis set",
  "species": ["C", "C", "C", "C", "C", "C", "O", "H", "H", "H", "H", "H", "H", "H", "H", "H", "H"],
  "xyz": [[-1.31430, -0.40768, -2.05246], [-0.74987, -0.83274, -0.69231], [-0.78920, 0.41128, 0.14668], [0.25083, 1.11664, 0.59026], [1.62716, 0.52156, 0.77492], [1.38280, -0.20386, 2.08480], [0.95484, -1.32961, 2.15868], [-0.70539, 0.41051, -2.45344], [-2.33226, -0.02082, -1.92603], [-1.34010, -1.21915, -2.78401], [0.26587, -1.22663, -0.80029], [-1.34894, -1.64086, -0.25417], [-1.78686, 0.82314, 0.29284], [0.07632, 2.08347, 1.05711], [2.40935, 1.28128, 0.86929], [1.90410, -0.19527, -0.00299], [1.49564, 0.42874, 2.99114]],
  "forces_ev_per_angstrom": [[-0.1, 0.0, -0.1], [0.0, 0.0, 0.0], [0.1, 0.2, 0.0], [-0.3, 0.0, 0.1], [0.1, -0.1, 0.0], [0.0, -0.3, 0.1], [0.5, 0.3, 0.0], [-0.1, -0.2, 0.0], [0.1, -0.1, -0.1], [0.0, 0.0, 0.1], [-0.2, 0.1, 0.1], [0.0, 0.2, 0.0], [0.1, 0.1, -0.2], [0.0, -0.1, 0.0], [-0.2, -0.1, 0.0], [-0.1, 0.1, 0.1], [0.1, -0.2, 0.0]],
  "homo_energy_ev": -9.22,
  "smiles": "CC/C=C\\CC=O",
  "e_tot_ev": -8430.433,
  "molar_mass_da": 98.14,
  "homo_lumo_gap_ev": 10.188,
  "lumo_energy_ev": 1.0
}

Record 4
{
  "formula": "C8H8N2O3",
  "method": "ωB97M-V with the def2-TZVPD basis set",
  "species": ["O", "N", "O", "C", "C", "C", "C", "C", "C", "C", "H", "H", "H", "H", "H", "H", "H", "N", "C", "O", "H"],
  "xyz": [[-0.65650, -2.64533, 0.95954], [-0.08112, -1.73515, 1.60482], [0.51951, -2.20238, 2.73437], [0.03704, -0.45937, 1.34038], [-0.43131, 0.33883, 0.27250], [-0.17770, 1.71699, 0.33349], [-0.68009, 2.46902, -0.74616], [-1.48782, 1.91294, -1.72932], [-1.63667, 0.52380, -1.74426], [-1.16544, -0.23989, -0.74545], [0.49998, -3.26265, 2.82137], [0.57182, 0.06915, 2.15804], [0.25510, 2.16613, 1.20599], [-0.57192, 3.55064, -0.84350], [-1.53839, 2.44467, -2.66256], [-1.94485, 0.03640, -2.67119], [-1.39040, -1.29153, -0.66089], [2.48417, -0.83833, -1.15172], [2.64559, -0.92452, 0.02881], [3.05983, -1.11739, 1.10159], [1.68919, -0.51205, -1.60587]],
  "forces_ev_per_angstrom": [[-0.1, 0.7, -0.5], [-0.9, -1.6, -1.4], [1.1, -1.7, 2.1], [1.6, -0.3, 3.5], [-0.5, 0.2, 0.3], [-1.3, -0.1, -1.6], [-0.6, 0.8, 0.9], [2.1, -1.2, -0.4], [-0.5, 1.0, -2.3], [0.0, -1.0, 0.9], [-0.6, 3.5, -1.4], [-0.3, -0.6, -0.7], [0.5, 0.1, 0.1], [0.4, -0.2, 0.5], [-0.9, 0.4, -0.1], [-0.6, 0.2, 0.4], [0.2, -0.2, -0.3], [0.7, -0.2, -0.5], [1.3, -0.6, 1.1], [-0.4, 0.2, 0.2], [-1.4, 0.6, -0.8]],
  "homo_energy_ev": [-8.48, -8.48],
  "smiles": "[O-]/[N+](O)=C\\c1ccccc1.N=C=O",
  "e_tot_ev": -17544.349,
  "molar_mass_da": 180.16,
  "homo_lumo_gap_ev": [8.442, 8.442],
  "lumo_energy_ev": [0.0, 0.0]
}

Copy entry 3 word for word.
{
  "formula": "C6H10O",
  "method": "ωB97M-V with the def2-TZVPD basis set",
  "species": ["C", "C", "C", "C", "C", "C", "O", "H", "H", "H", "H", "H", "H", "H", "H", "H", "H"],
  "xyz": [[-1.31430, -0.40768, -2.05246], [-0.74987, -0.83274, -0.69231], [-0.78920, 0.41128, 0.14668], [0.25083, 1.11664, 0.59026], [1.62716, 0.52156, 0.77492], [1.38280, -0.20386, 2.08480], [0.95484, -1.32961, 2.15868], [-0.70539, 0.41051, -2.45344], [-2.33226, -0.02082, -1.92603], [-1.34010, -1.21915, -2.78401], [0.26587, -1.22663, -0.80029], [-1.34894, -1.64086, -0.25417], [-1.78686, 0.82314, 0.29284], [0.07632, 2.08347, 1.05711], [2.40935, 1.28128, 0.86929], [1.90410, -0.19527, -0.00299], [1.49564, 0.42874, 2.99114]],
  "forces_ev_per_angstrom": [[-0.1, 0.0, -0.1], [0.0, 0.0, 0.0], [0.1, 0.2, 0.0], [-0.3, 0.0, 0.1], [0.1, -0.1, 0.0], [0.0, -0.3, 0.1], [0.5, 0.3, 0.0], [-0.1, -0.2, 0.0], [0.1, -0.1, -0.1], [0.0, 0.0, 0.1], [-0.2, 0.1, 0.1], [0.0, 0.2, 0.0], [0.1, 0.1, -0.2], [0.0, -0.1, 0.0], [-0.2, -0.1, 0.0], [-0.1, 0.1, 0.1], [0.1, -0.2, 0.0]],
  "homo_energy_ev": -9.22,
  "smiles": "CC/C=C\\CC=O",
  "e_tot_ev": -8430.433,
  "molar_mass_da": 98.14,
  "homo_lumo_gap_ev": 10.188,
  "lumo_energy_ev": 1.0
}